# 1
Density functional theory data (ωB97M-V with the def2-TZVPD basis set) for a cluster of 5 separate species, C3H16N2O5S in total in a non-equilibrium geometry.

```
27
Properties=species:S:1:pos:R:3:forces:R:3
H -1.13302 2.77516 -1.67445 0.5 0.6 0.1
S 1.26444 -1.73521 -2.86974 -0.3 0.5 0.3
H 0.04046 -1.00845 2.52416 0.8 0.6 0.3
O 1.33405 3.48307 -0.83397 -0.7 0.6 0.2
H -0.34609 -2.00371 3.43674 0.4 -0.3 0.8
H -2.87239 0.29279 -0.09933 -0.2 -0.2 0.0
H -1.75602 0.04300 1.60802 0.4 0.2 -0.2
N 1.37626 1.32443 -0.18602 -0.5 -0.1 -0.2
H -0.47784 0.78846 1.23980 0.1 -0.1 -0.1
H 2.90472 -0.91998 -1.48177 -0.2 0.0 0.3
O -0.87935 -0.09416 1.20677 -0.3 0.1 0.8
H 1.39413 -0.57423 0.42301 0.2 -0.8 -0.4
O -3.17677 0.88521 0.59116 -0.5 0.4 0.3
C 0.74846 2.42515 -0.81240 1.6 -1.2 -0.3
H 2.30044 0.38787 -2.33518 -0.6 0.3 0.0
C 1.14072 -0.08961 -0.51610 0.1 1.0 -0.6
H -0.99202 -2.13279 0.96769 -0.4 -0.3 0.0
C 1.94267 -0.46675 -1.76093 1.6 -1.0 0.1
H -0.74868 1.17828 -1.54861 0.3 -0.3 0.3
H 0.25576 -0.94143 -3.24337 -0.2 -0.2 -0.3
H 2.37633 1.45969 -0.17006 0.0 0.6 0.4
H -0.02972 -2.94413 1.71690 -0.1 -0.5 0.1
N -0.41207 2.11407 -1.44225 -1.3 0.1 -0.4
O -0.97079 -2.95664 1.48355 0.4 0.4 -0.4
H -3.80015 0.40190 1.14635 -0.2 0.0 -0.4
O 0.42296 -1.42335 3.32564 -0.9 -0.1 -0.6
H 0.09351 -0.26866 -0.69562 -0.1 -0.1 0.0
```
Positions in Å, forces in eV/Å.

Summary:
HOMO-LUMO gap = 9.43 eV
HOMO level = -9.6 eV
max |F| = 2.1 eV Å⁻¹

# 2
Density functional theory data (ωB97M-V with the def2-TZVPD basis set) for a cluster of 4 separate species, C3H16NO4 in total in a non-equilibrium geometry.

```
24
Properties=species:S:1:pos:R:3:forces:R:3
H 3.31401 -0.88961 -0.34052 0.5 0.7 0.0
H -4.64759 -3.66278 0.55783 -0.7 -0.8 -0.1
H -0.37836 3.98150 -1.60603 0.1 0.0 -0.1
H 1.20391 1.82222 -1.47882 0.4 0.0 -0.4
H -1.15374 -0.04583 0.58798 0.2 0.1 -0.1
H 1.96558 -1.39570 0.50379 -0.2 0.2 0.2
C 2.65456 -0.54125 0.45020 -1.0 -0.8 0.1
H 0.69830 0.26078 1.85022 -0.2 -0.1 -0.1
O -4.17678 -3.47185 -0.24378 1.1 0.9 -0.8
H -2.01656 -1.99016 1.51767 -0.2 0.0 -0.2
H -3.08033 -1.70477 0.41414 0.5 0.0 0.2
H -4.38792 -3.98870 -1.03608 -0.4 0.0 1.0
H 3.14969 -0.45206 1.41600 0.3 -0.2 -0.1
C 0.59849 0.90403 0.96572 -0.4 -0.1 0.5
H 2.55434 0.74850 -1.85262 -0.2 0.1 -0.2
O -2.39170 -1.28742 0.97006 -0.3 -0.2 0.1
H 0.45926 1.91740 1.35014 0.2 0.1 -0.2
O -0.52357 0.57410 0.16626 0.0 -0.1 -0.2
O -0.06689 3.12382 -1.29419 -0.2 0.1 0.1
C 1.90338 0.76860 0.20140 1.1 -0.1 -0.5
H 0.92550 0.19801 -1.42052 0.2 -0.1 -0.9
H 2.57054 1.55305 0.56220 -0.1 0.3 -0.5
N 1.67083 0.91003 -1.30164 -0.8 0.1 1.9
H -0.84494 2.66806 -0.93940 0.0 -0.1 0.0
```
Positions in Å, forces in eV/Å.

Summary:
multiplicity = 2
HOMO-LUMO gap (alpha / beta) = 2.77 / 10.74 eV
HOMO level (alpha / beta) = -2.5 / -10.5 eV
max |F| = 2.1 eV Å⁻¹